# 1
The following is a quantum chemistry calculation of a 2-piece molecular cluster, C2H3N2O2S overall at a distorted geometry, from the Open Molecules 2025 dataset.

HOMO level = -0.57098 Eh
DFT total energy = -735.77149 a.u.
orbital gap = 8.420 eV
multiplicity = 1
total charge = +1
relative energy (zero: lowest compared OMol25 entry of this formula, charge and spin) = 0.545 eV

Each line ends with the Löwdin charge.
CARTESIAN COORDINATES (ANGSTROEM)
1 S 1.40 -0.05 0.78  1.1248
2 O -2.19 1.00 -0.97  0.2201
3 O 0.20 -1.98 -0.41  0.0457
4 N -1.19 0.82 1.13  0.1134
5 N 0.11 -1.46 0.63  -0.1032
6 C 1.70 0.03 -0.74  -0.2608
7 C -1.84 0.96 0.13  -0.3824
8 H 2.11 0.89 -1.15  0.0418
9 H -1.60 0.51 2.03  0.1315
10 H 1.29 -0.72 -1.42  0.0690

---

# 2
The following is a quantum chemistry calculation of an isolated ion of composition C2H3N2O3 and charge -1 at a distorted geometry, from the Open Molecules 2025 dataset.

HOMO level = -0.12570 Eh
DFT total energy = -413.07127 a.u.
orbital gap = 7.573 eV
multiplicity = 1
total charge = -1
relative energy (zero: lowest compared OMol25 entry of this formula, charge and spin) = 6.799 eV

Each line ends with the Löwdin charge.
CARTESIAN COORDINATES (ANGSTROEM)
1 O -2.13 1.87 -0.25  -0.2070
2 O -3.03 0.12 0.74  -0.1307
3 O 0.68 0.28 0.44  -0.1052
4 N -1.96 0.64 0.36  -0.4843
5 N 1.82 0.71 -1.51  0.1333
6 C 0.98 0.17 -1.00  -0.3803
7 C -0.83 0.05 0.70  -0.1120
8 H -1.02 -0.61 1.57  0.1059
9 H 2.24 1.30 -0.85  0.0599
10 H 0.22 -0.27 -1.63  0.1204

---

# 3
The following is a quantum chemistry calculation of an isolated ion of composition C2H3N2O4 and charge -1 at a distorted geometry, from the Open Molecules 2025 dataset.

HOMO level = -0.16588 Eh
DFT total energy = -488.32707 a.u.
orbital gap = 8.641 eV
multiplicity = 1
total charge = -1
relative energy (zero: lowest compared OMol25 entry of this formula, charge and spin) = 4.080 eV

Each line ends with the Löwdin charge.
CARTESIAN COORDINATES (ANGSTROEM)
1 O 2.69 -0.79 -0.82  -0.1943
2 O -0.17 -0.81 1.47  -0.1177
3 O -1.57 -1.10 -0.82  0.0584
4 O -2.36 0.86 -0.54  -0.0205
5 N -1.58 -0.07 -0.20  -0.3797
6 N 1.62 -0.41 -0.23  -0.2178
7 C -0.51 0.16 0.77  -0.5181
8 C 0.80 0.55 -0.41  0.0235
9 H 0.49 1.39 -0.99  0.0918
10 H 1.29 -0.95 0.70  0.1614
11 H -0.72 1.18 1.07  0.1130

---

# 4
The following is a quantum chemistry calculation of a 2-piece molecular cluster, C2H3N2O4 overall at a distorted geometry, from the Open Molecules 2025 dataset.

HOMO level = -0.09301 Eh
DFT total energy = -488.44604 a.u.
orbital gap = 6.034 eV
multiplicity = 1
total charge = -1
relative energy (zero: lowest compared OMol25 entry of this formula, charge and spin) = 0.843 eV

Each line ends with the Löwdin charge.
CARTESIAN COORDINATES (ANGSTROEM)
1 O 0.47 0.44 3.40  0.1919
2 O 0.56 0.38 0.46  -0.1523
3 O 1.24 -1.67 0.30  -0.1752
4 O -1.66 1.08 2.78  0.1756
5 N 0.71 -0.66 -0.28  -0.5194
6 N -0.24 0.48 -2.12  -0.0234
7 C -0.62 0.67 3.09  -0.4522
8 C 0.41 -0.67 -1.55  -0.2444
9 H -0.44 1.20 -1.44  0.0278
10 H 0.80 -1.52 -2.18  0.1102
11 H -1.22 0.27 -2.45  0.0615

---

# 5
The following is a quantum chemistry calculation of a 2-piece molecular cluster, C2H3N2OP overall at a distorted geometry, from the Open Molecules 2025 dataset.

HOMO level = -0.28432 Eh
DFT total energy = -603.98027 a.u.
orbital gap = 7.635 eV
multiplicity = 1
total charge = 0
relative energy (zero: lowest compared OMol25 entry of this formula, charge and spin) = 3.307 eV

Each line ends with the Löwdin charge.
CARTESIAN COORDINATES (ANGSTROEM)
1 P -1.94 0.87 0.83  0.7307
2 O -0.60 1.80 0.99  -0.4411
3 N -1.72 0.16 -0.69  -0.4178
4 N -1.82 -0.37 -1.71  0.1389
5 C 1.79 -0.53 -0.23  0.0007
6 C 1.03 -1.47 -0.21  -0.0217
7 H 2.57 0.15 -0.01  0.0171
8 H 0.59 -2.33 -0.56  -0.0035
9 H 0.09 1.72 1.59  -0.0033

---

# 6
The following is a quantum chemistry calculation of an isolated molecule of C2H3N2OP at a distorted geometry, from the Open Molecules 2025 dataset.

HOMO level = -0.34740 Eh
DFT total energy = -604.05252 a.u.
orbital gap = 10.235 eV
multiplicity = 1
total charge = 0
relative energy (zero: lowest compared OMol25 entry of this formula, charge and spin) = 1.341 eV

Each line ends with the Löwdin charge.
CARTESIAN COORDINATES (ANGSTROEM)
1 P -2.07 -0.25 -0.37  0.8711
2 O 0.39 0.97 -0.37  0.0143
3 N 0.60 -1.18 0.18  0.0199
4 N 1.80 -0.63 0.12  -0.0016
5 C 1.68 0.61 -0.20  -0.1893
6 C -0.29 -0.14 -0.13  -0.6354
7 H -2.19 -1.37 0.44  -0.0992
8 H 2.45 1.34 -0.34  0.1238
9 H -2.37 0.64 0.66  -0.1037

---

# 7
The following is a quantum chemistry calculation of an isolated molecule of C2H3N2OP at a distorted geometry, from the Open Molecules 2025 dataset.

HOMO level (spin up / spin down) = -0.31572 / -0.31575 Eh
DFT total energy = -603.95913 a.u.
orbital gap (spin up / spin down) = 8.101 / 8.102 eV
multiplicity = 1
total charge = 0
relative energy (zero: lowest compared OMol25 entry of this formula, charge and spin) = 3.882 eV

Each line ends with the Löwdin charge.
CARTESIAN COORDINATES (ANGSTROEM)
1 P -2.42 -2.33 -0.53  0.9244
2 O -1.86 0.04 0.36  -0.1911
3 N -2.72 -0.90 -0.02  -0.4250
4 N -0.39 -1.82 -1.22  -0.0758
5 C -0.57 -0.39 0.70  -0.2396
6 C 0.09 -0.88 -0.55  -0.3379
7 H -0.05 0.47 1.00  0.1084
8 H 1.00 -0.37 -1.04  0.1274
9 H -0.52 -1.33 1.25  0.1091

---

# 8
The following is a quantum chemistry calculation of an isolated molecule of C2H3N2OP at a distorted geometry, from the Open Molecules 2025 dataset.

HOMO level = -0.33256 Eh
DFT total energy = -604.04018 a.u.
orbital gap = 9.185 eV
multiplicity = 1
total charge = 0
relative energy (zero: lowest compared OMol25 entry of this formula, charge and spin) = 1.676 eV

Each line ends with the Löwdin charge.
CARTESIAN COORDINATES (ANGSTROEM)
1 P -0.84 1.37 -0.24  0.9396
2 O -2.75 -0.62 0.12  -0.0096
3 N 0.78 -0.65 -0.40  -0.0811
4 N 0.76 0.65 -0.35  -0.3184
5 C -1.62 -0.33 -0.21  -0.5218
6 C -0.30 -1.29 -0.40  -0.0932
7 H -0.95 1.31 1.10  -0.0733
8 H -0.52 -2.28 -0.42  0.0652
9 H 1.49 1.00 -0.97  0.0926

---

# 9
The following is a quantum chemistry calculation of an isolated molecule of C2H3N2OP at a distorted geometry, from the Open Molecules 2025 dataset.

HOMO level (spin up / spin down) = -0.23938 / -0.31120 Eh
DFT total energy = -603.83264 a.u.
orbital gap (spin up / spin down) = 6.661 / 6.897 eV
multiplicity = 3
total charge = 0
relative energy (zero: lowest compared OMol25 entry of this formula, charge and spin) = 3.592 eV

Each line ends with the Mulliken spin population.
CARTESIAN COORDINATES (ANGSTROEM)
1 P 1.23 -1.10 0.40  0.0199
2 O -0.97 0.41 0.55  0.0435
3 N -2.99 -0.29 -0.03  0.0784
4 N -2.78 -1.32 -0.52  0.9908
5 C -0.53 -0.78 0.19  0.1507
6 C -2.30 0.69 0.55  0.6652
7 H 1.66 0.35 0.34  0.0335
8 H 1.23 -1.72 -0.87  0.0061
9 H -2.62 1.75 0.65  0.0118

---

# 10
The following is a quantum chemistry calculation of a 2-piece molecular cluster, C2H3N2S2 overall at a distorted geometry, from the Open Molecules 2025 dataset.

HOMO level = -0.50315 Eh
DFT total energy = -983.56961 a.u.
orbital gap = 8.839 eV
multiplicity = 1
total charge = +1
relative energy (zero: lowest compared OMol25 entry of this formula, charge and spin) = 1.457 eV

Each line ends with the Löwdin charge.
CARTESIAN COORDINATES (ANGSTROEM)
1 S 4.21 1.94 -0.69  0.8657
2 S 2.87 -0.43 -2.25  0.8123
3 N 1.23 0.69 -0.18  0.2770
4 N -0.84 -0.60 -0.14  0.2105
5 C 3.51 0.76 -1.45  -1.3647
6 C 0.30 -0.04 -0.09  -0.1446
7 H -1.77 -0.42 0.34  0.2047
8 H 2.19 1.07 -0.21  -0.0150
9 H -1.01 -1.21 -0.93  0.1543

---

# 11
The following is a quantum chemistry calculation of a 2-piece molecular cluster, C2H3N2S2 overall at a distorted geometry, from the Open Molecules 2025 dataset.

HOMO level = -0.52276 Eh
DFT total energy = -983.57770 a.u.
orbital gap = 8.556 eV
multiplicity = 1
total charge = +1
relative energy (zero: lowest compared OMol25 entry of this formula, charge and spin) = 1.237 eV

Each line ends with the Löwdin charge.
CARTESIAN COORDINATES (ANGSTROEM)
1 S 0.21 -2.17 -0.14  0.8510
2 S -0.27 2.78 0.57  1.0329
3 N 1.27 0.49 1.08  0.1019
4 N -1.34 -0.63 -1.82  0.1532
5 C -0.78 -1.40 -1.07  -0.7564
6 C 0.51 1.50 0.87  -0.6871
7 H -2.33 -0.73 -2.06  0.1191
8 H 1.92 0.67 1.86  0.1647
9 H 0.80 -0.51 0.70  0.0207

---

# 12
The following is a quantum chemistry calculation of an isolated molecule of C2H3N3 at a distorted geometry, from the Open Molecules 2025 dataset.

HOMO level = -0.39156 Eh
DFT total energy = -242.24413 a.u.
orbital gap = 11.584 eV
multiplicity = 1
total charge = 0
relative energy (zero: lowest compared OMol25 entry of this formula, charge and spin) = 0.777 eV

Each line ends with the Löwdin charge.
CARTESIAN COORDINATES (ANGSTROEM)
1 N 0.59 1.14 0.14  0.0329
2 N 0.40 -1.13 0.02  0.0779
3 N -0.74 0.77 0.20  -0.0309
4 C 1.21 -0.01 0.06  -0.2309
5 C -0.78 -0.61 0.12  -0.2128
6 H -1.74 -1.11 0.16  0.1197
7 H -1.22 1.02 -0.67  0.1419
8 H 2.28 -0.07 -0.03  0.1020

---

# 13
The following is a quantum chemistry calculation of a 2-piece molecular cluster, C2H3N3 overall, from the Open Molecules 2025 dataset.

HOMO level (spin up / spin down) = -0.36987 / -0.36988 Eh
DFT total energy = -242.09955 a.u.
orbital gap (spin up / spin down) = 7.796 / 7.797 eV
multiplicity = 1
total charge = 0
relative energy (zero: lowest compared OMol25 entry of this formula, charge and spin) = 4.711 eV

Each line ends with the Löwdin charge.
CARTESIAN COORDINATES (ANGSTROEM)
1 N 0.16 -0.45 1.16  0.1940
2 N 0.74 0.45 -0.99  0.0592
3 N -2.54 -0.52 0.84  0.1428
4 C -1.64 -0.19 0.19  -0.1519
5 C 0.88 -0.02 0.20  -0.5474
6 H 1.58 0.71 -1.50  0.0568
7 H 1.84 -0.17 0.76  0.1816
8 H -1.02 0.19 -0.66  0.0649

---

# 14
The following is a quantum chemistry calculation of an isolated molecule of C2H3N3 at a distorted geometry, from the Open Molecules 2025 dataset.

HOMO level = -0.36875 Eh
DFT total energy = -242.25356 a.u.
orbital gap = 10.975 eV
multiplicity = 1
total charge = 0
relative energy (zero: lowest compared OMol25 entry of this formula, charge and spin) = 0.520 eV

Each line ends with the Löwdin charge.
CARTESIAN COORDINATES (ANGSTROEM)
1 N -0.74 1.03 0.06  0.0344
2 N -0.21 -1.22 -0.01  0.0503
3 N 0.55 0.79 -0.06  -0.0526
4 C 0.86 -0.51 0.04  -0.2382
5 C -1.21 -0.23 -0.07  -0.2092
6 H -2.31 -0.56 0.07  0.1268
7 H 1.90 -0.92 0.05  0.1335
8 H 1.16 1.61 -0.09  0.1549

---

# 15
The following is a quantum chemistry calculation of C2H3N3O as an isolated structure at a distorted geometry, from the Open Molecules 2025 dataset.

HOMO level = -0.36004 Eh
DFT total energy = -317.39934 a.u.
orbital gap = 10.636 eV
multiplicity = 1
total charge = 0
relative energy (zero: lowest compared OMol25 entry of this formula, charge and spin) = 3.619 eV

Each line ends with the Löwdin charge.
CARTESIAN COORDINATES (ANGSTROEM)
1 O -1.23 1.00 -1.33  -0.0054
2 N -0.59 0.30 0.84  0.0905
3 N 0.39 -0.41 1.25  -0.1834
4 N 1.24 -1.04 0.42  0.0891
5 C -0.23 0.53 -0.46  -0.3941
6 C 0.74 -0.32 -0.69  -0.1300
7 H -1.96 1.46 -0.75  0.1589
8 H 1.62 -0.52 -1.45  0.1437
9 H 0.01 -1.01 2.16  0.2307

---

# 16
The following is a quantum chemistry calculation of a 2-piece molecular cluster, C2H3N3O overall at a distorted geometry, from the Open Molecules 2025 dataset.

HOMO level = -0.33826 Eh
DFT total energy = -317.37004 a.u.
orbital gap = 9.144 eV
multiplicity = 1
total charge = 0
relative energy (zero: lowest compared OMol25 entry of this formula, charge and spin) = 4.416 eV

Each line ends with the Löwdin charge.
CARTESIAN COORDINATES (ANGSTROEM)
1 O 2.26 0.15 0.09  0.0454
2 N 0.09 0.89 0.51  -0.1040
3 N -1.13 1.08 0.39  0.0564
4 N -0.28 -2.10 -0.76  0.0613
5 C -1.31 -1.62 -0.56  -0.1081
6 C 1.14 0.33 0.78  -0.1750
7 H -1.31 2.07 0.63  0.0640
8 H 2.13 0.37 -0.85  0.1191
9 H -2.24 -1.13 -0.35  0.0410

---

# 17
The following is a quantum chemistry calculation of an isolated molecule of C2H3N3O at a distorted geometry, from the Open Molecules 2025 dataset.

HOMO level = -0.35586 Eh
DFT total energy = -317.50814 a.u.
orbital gap = 10.398 eV
multiplicity = 1
total charge = 0
relative energy (zero: lowest compared OMol25 entry of this formula, charge and spin) = 0.658 eV

Each line ends with the Löwdin charge.
CARTESIAN COORDINATES (ANGSTROEM)
1 O -1.93 -0.34 0.12  0.1131
2 N 1.33 0.95 0.12  0.0625
3 N 0.23 -0.96 -0.41  0.1107
4 N -0.09 1.10 0.29  0.0823
5 C 1.40 -0.30 -0.28  -0.2416
6 C -0.64 -0.07 -0.01  -0.5316
7 H -1.92 -1.27 -0.16  0.1253
8 H 2.29 -0.92 -0.41  0.1091
9 H -0.67 1.81 0.74  0.1702

---

# 18
The following is a quantum chemistry calculation of C2H3N3O as an isolated structure at a distorted geometry, from the Open Molecules 2025 dataset.

HOMO level = -0.33508 Eh
DFT total energy = -317.48061 a.u.
orbital gap = 10.049 eV
multiplicity = 1
total charge = 0
relative energy (zero: lowest compared OMol25 entry of this formula, charge and spin) = 1.407 eV

Each line ends with the Löwdin charge.
CARTESIAN COORDINATES (ANGSTROEM)
1 O 2.06 0.24 0.18  0.0856
2 N -1.13 0.56 0.32  0.0001
3 N 0.25 -0.72 -0.77  0.1176
4 N 0.01 1.31 0.27  0.1102
5 C 0.82 0.41 -0.28  -0.5081
6 C -0.94 -0.64 -0.24  -0.1824
7 H 2.41 -0.55 -0.26  0.1109
8 H -1.90 0.87 0.89  0.1457
9 H -1.58 -1.49 -0.11  0.1204

---

# 19
The following is a quantum chemistry calculation of an isolated molecule of C2H3N3O, from the Open Molecules 2025 dataset.

HOMO level = -0.30219 Eh
DFT total energy = -317.32211 a.u.
orbital gap = 8.467 eV
multiplicity = 1
total charge = 0
relative energy (zero: lowest compared OMol25 entry of this formula, charge and spin) = 5.720 eV

Each line ends with the Löwdin charge.
CARTESIAN COORDINATES (ANGSTROEM)
1 O -1.78 -0.33 -0.01  0.0785
2 N -0.10 1.28 0.51  -0.1258
3 N 0.77 1.92 -0.04  0.1051
4 N 0.49 -0.81 -0.33  -0.0040
5 C -0.45 -0.10 0.08  -0.4050
6 C 1.66 -0.92 -0.83  0.0548
7 H -0.65 1.61 1.33  0.1480
8 H 2.33 -1.43 -0.11  0.0218
9 H -1.93 -1.12 -0.56  0.1266

---

# 20
The following is a quantum chemistry calculation of an isolated molecule of C2H3N3O at a distorted geometry, from the Open Molecules 2025 dataset.

HOMO level = -0.37887 Eh
DFT total energy = -317.45513 a.u.
orbital gap = 10.856 eV
multiplicity = 1
total charge = 0
relative energy (zero: lowest compared OMol25 entry of this formula, charge and spin) = 2.101 eV

Each line ends with the Löwdin charge.
CARTESIAN COORDINATES (ANGSTROEM)
1 O 1.26 -1.40 0.89  0.0387
2 N -0.52 0.54 0.69  0.0590
3 N 0.57 0.38 -0.30  0.0646
4 N -2.62 0.98 -0.51  0.1520
5 C -1.69 0.70 0.08  -0.3409
6 C 1.30 -0.74 -0.13  -0.3529
7 H -0.57 -0.10 1.42  0.1022
8 H 2.10 -0.87 -0.91  0.1469
9 H 0.17 0.51 -1.22  0.1304